# 1
The following is a quantum chemistry calculation of the molecule C7H13NO at a distorted geometry, from the OMol25 dataset.

Atoms and positions in Å:
O 3.054 -0.302 1.087
N 1.250 1.100 0.390
C -0.423 -0.674 0.450
C 2.271 -0.386 -1.150
C 0.006 0.693 0.001
C -1.396 -0.543 1.577
C -0.964 -1.421 -0.718
C -1.034 1.757 -0.421
C 2.365 0.001 0.162
H -1.253 2.243 0.563
H -0.428 2.564 -0.852
H 1.512 2.042 0.470
H -1.861 1.368 -1.029
H 1.529 0.206 -1.817
H -1.816 -1.598 1.790
H -2.299 -0.078 1.374
H -0.901 0.040 2.414
H 0.445 -1.253 0.766
H 2.927 -1.040 -1.805
H -1.680 -0.800 -1.261
H -0.042 -1.438 -1.356
H -1.260 -2.479 -0.635

Results
Highest occupied orbital energy (spin up / spin down) = -0.214 / -0.359 Ha
Multiplicity = 3
Expectation value of S² = 2.017
Charge = 0
Energy above the lowest of the compared OMol25 structures with the same formula, charge and spin = 0.0 kcal/mol


# 2
The following is a quantum chemistry calculation of the molecule C7H13NO2 at a distorted geometry, from the OMol25 dataset.

Atoms and positions in Å:
O -1.092 -0.734 1.438
O -0.516 2.574 1.726
N -0.522 -1.849 2.048
C -0.110 0.216 0.799
C 0.291 -1.306 -1.157
C 0.769 1.144 -1.395
C 1.174 0.490 1.535
C -1.596 0.351 -1.181
C -0.081 1.529 1.399
C -0.148 0.104 -0.742
H 0.628 1.129 -2.474
H 0.540 2.147 -1.038
H 0.195 -2.245 1.434
H 0.323 -1.370 -2.243
H 1.290 0.215 2.573
H 2.095 0.586 0.983
H 1.285 -1.538 -0.776
H 1.818 0.940 -1.192
H -0.073 -1.569 2.925
H -2.264 -0.359 -0.699
H -1.909 1.358 -0.907
H -0.416 -2.049 -0.794
H -1.683 0.236 -2.261

Results
SMILES = CC(C)(C)[C@@]1(ON)CC1=O
Highest occupied orbital energy = -0.323 Ha
Multiplicity = 1
Charge = 0
Energy above the lowest of the compared OMol25 structures with the same formula, charge and spin = 110.1 kcal/mol


# 3
The following is a quantum chemistry calculation of a cluster of 2 separate species, C7H13NO4S2 in total at a distorted geometry, from the OMol25 dataset.

Atoms and positions in Å:
S 1.384 0.816 -0.433
S -3.231 -0.092 -0.145
O -3.031 0.311 -1.495
O 0.200 0.009 0.498
O -4.575 -0.490 0.200
O -2.316 -1.316 0.118
N 1.190 0.485 -1.970
C -1.273 -1.518 -0.682
C 3.539 -1.708 0.869
C -2.044 2.175 0.720
C 1.002 2.386 0.079
C 0.103 -1.372 0.045
C 3.582 -0.623 0.123
C -2.437 0.989 1.076
H -2.260 0.723 2.104
H 1.595 3.153 -0.294
H 2.647 -2.234 1.140
H 4.253 -0.144 -0.505
H 0.073 -1.985 0.894
H -1.560 2.979 1.409
H 2.079 -0.030 -2.172
H 0.673 2.328 1.080
H -1.428 -0.768 -1.529
H -1.261 -2.523 -1.209
H -2.264 2.439 -0.342
H 4.422 -2.338 0.964
H 0.938 -1.654 -0.541

Results
Highest occupied orbital energy (spin up / spin down) = -0.315 / -0.319 Ha
Multiplicity = 1
Charge = 0
Energy above the lowest of the compared OMol25 structures with the same formula, charge and spin = 127.0 kcal/mol


# 4
The following is a quantum chemistry calculation of the molecule C7H13NSi at a distorted geometry, from the OMol25 dataset.

Atoms and positions in Å:
Si -1.525 -0.010 -0.011
N -0.053 -0.577 0.688
C -1.350 1.268 -1.440
C -2.455 -1.537 -0.615
C 4.551 0.291 0.055
C 2.317 -0.655 -0.138
C 1.096 -0.570 0.246
C -2.341 0.594 1.607
C 3.267 0.260 0.477
H 2.978 0.860 1.215
H -2.309 1.528 -1.675
H 2.819 -1.472 -0.639
H -2.294 -0.164 2.244
H 5.244 0.866 0.493
H -0.795 0.682 -2.148
H -1.798 1.436 2.097
H -2.241 -2.493 0.033
H -3.259 1.061 1.402
H -2.384 -1.727 -1.578
H 4.952 -0.269 -0.670
H -0.941 2.139 -1.107
H -3.478 -1.512 -0.535

Results
SMILES = C=CC=C=N[Si](C)(C)C
Highest occupied orbital energy = -0.290 Ha
Multiplicity = 1
Charge = 0
Energy above the lowest of the compared OMol25 structures with the same formula, charge and spin = 76.5 kcal/mol